Molecular formula: C27H58IN8O6P3
Method: DFT, ωB97M-V/def2-TZVPD

Output
- LUMO (hartree) = -0.0423
- F_max (eV Å⁻¹) = 6.97
- structure (SMILES) = CCOCCC1=C([PH2]=N)C(=O)C(CC(=O)I)=C(CCCN)C1=O.CN(C)P(=O)(N(C)C)N(C)C.CN(C)P(=O)(N(C)C)N(C)C
- HOMO level (eV) = -8.00

Structure (ORCA input):
```
! wB97M-V def2-TZVPD RIJCOSX def2/J DEFGRID3
* xyz 0 1
C -1.6484 2.1023 0.1432
C -0.8634 0.8169 -0.2347
O 0.1207 1.0628 -1.2515
C 1.3516 0.4487 -0.8945
C 2.4653 0.9279 -1.9006
C 3.2961 2.0277 -1.2214
C 2.9392 3.3257 -1.2168
P 1.4388 4.0314 -2.0502
N 0.3074 4.4854 -1.0430
C 3.8711 4.2863 -0.4943
O 3.7872 5.4520 -0.7266
C 4.9100 3.7434 0.4695
C 5.5033 4.7855 1.4269
C 4.2886 5.3501 2.2406
O 3.3851 4.6694 2.5014
I 4.2016 7.4074 2.8866
C 5.2784 2.4676 0.4822
C 6.3511 1.8828 1.4027
C 5.9571 1.8498 2.9194
C 7.1976 2.3444 3.7442
N 6.9464 2.5054 5.1752
C 4.5738 1.5359 -0.5035
O 4.9467 0.4286 -0.7232
H -1.8345 2.7098 -0.7614
H -1.0975 2.6704 0.9091
H -2.6499 1.8384 0.5386
H -0.3929 0.4440 0.6984
H -1.5629 0.0195 -0.5649
H 1.6291 0.8510 0.1071
H 1.3162 -0.6676 -0.8768
H 1.9753 1.3252 -2.8033
H 3.0763 0.0635 -2.2045
H 0.8668 3.0929 -2.9540
H 1.8824 5.1905 -2.7561
H 0.5840 4.2823 -0.0836
H 5.9227 5.6551 0.8838
H 6.2704 4.3664 2.0954
H 7.2967 2.4364 1.2202
H 6.5520 0.8525 1.0481
H 5.7940 0.7912 3.2105
H 5.0310 2.4020 3.1589
H 7.6101 3.2889 3.3361
H 7.9868 1.5709 3.6189
H 6.5598 3.4154 5.3957
H 6.3941 1.7481 5.5599
C -7.6376 1.4319 2.0387
N -6.8564 1.8956 0.9091
C -5.7010 2.6541 1.3644
P -6.5597 0.9576 -0.5122
O -5.6340 -0.0385 0.1828
N -7.7823 -0.1683 -0.9242
C -9.1476 -0.1716 -0.4491
C -7.3461 -1.5460 -1.1392
N -7.5023 2.1929 -1.4159
C -6.7140 2.7157 -2.5459
C -8.2622 3.2880 -0.8337
H -7.9116 2.2844 2.6680
H -7.1045 0.6951 2.6534
H -8.5885 1.0048 1.7285
H -5.3781 3.3542 0.5830
H -4.8544 2.0027 1.6082
H -5.9324 3.2571 2.2445
H -9.2336 -0.6262 0.5449
H -9.7848 -0.7483 -1.1270
H -9.5902 0.8238 -0.4225
H -7.2086 -2.0804 -0.1922
H -6.4063 -1.5790 -1.6876
H -8.0783 -2.0923 -1.7389
H -5.9107 3.3749 -2.1991
H -7.3406 3.2667 -3.2505
H -6.2557 1.8891 -3.0995
H -7.6269 4.0676 -0.3992
H -8.9609 2.9464 -0.0728
H -8.8724 3.7540 -1.6151
C 1.5657 -4.6797 1.3438
N 1.1265 -4.9058 -0.0190
C -0.2465 -4.4563 -0.2044
P 2.1252 -4.6643 -1.4042
O 2.1752 -3.1417 -1.3305
N 3.8013 -4.9181 -1.1672
C 4.4182 -5.6398 -0.0769
C 4.6867 -3.8319 -1.5857
N 2.0032 -6.4203 -1.7559
C 1.5287 -6.6380 -3.1337
C 1.4054 -7.4259 -0.8918
H 0.8690 -5.1610 2.0368
H 1.6385 -3.6141 1.5981
H 2.5236 -5.1530 1.5466
H -0.7126 -5.0035 -1.0338
H -0.3012 -3.3852 -0.4305
H -0.8566 -4.6503 0.6794
H 4.5082 -5.0211 0.8238
H 5.4275 -5.9590 -0.3548
H 3.8901 -6.5589 0.1765
H 4.7290 -3.0312 -0.8384
H 4.3581 -3.3991 -2.5288
H 5.7012 -4.2038 -1.7483
H 0.4637 -6.3990 -3.2301
H 1.6869 -7.6701 -3.4533
H 2.0818 -5.9966 -3.8282
H 0.3143 -7.3449 -0.8304
H 1.8122 -7.3974 0.1168
H 1.6431 -8.4203 -1.2843
*
```

=====

Molecular formula: C27H58N16O8
Method: DFT, ωB97M-V/def2-TZVPD

Output
- LUMO (hartree) = 0.0048
- F_max (eV Å⁻¹) = 1.69
- structure (SMILES) = COCCCCCCCc1cccc2nc(CC(C)C)cnc12.NC(N)=O.NC(N)=O.NC(N)=O.NC(N)=O.NC(N)=O.NC(N)=O.NC(N)=O
- HOMO level (eV) = -8.33

Structure (ORCA input):
```
! wB97M-V def2-TZVPD RIJCOSX def2/J DEFGRID3
* xyz 0 1
C -3.6126 -1.9381 -5.9940
O -3.5342 -0.6919 -5.3175
C -2.2477 -0.0877 -5.4346
C -1.3748 -0.3512 -4.1733
C -0.5548 0.9186 -3.8245
C -1.3696 1.8850 -2.9133
C -0.6169 2.2732 -1.6318
C -0.6314 1.0790 -0.6546
C 0.5965 1.0418 0.3115
C 0.8499 -0.4257 0.6270
C 0.1015 -1.0082 1.5897
C 0.2707 -2.4022 1.8891
C 1.1977 -3.0906 1.1843
C 2.0056 -2.4987 0.1973
N 2.9047 -3.2902 -0.4685
C 3.5796 -2.6637 -1.3996
C 4.5619 -3.4908 -2.2189
C 3.7085 -4.3477 -3.2058
C 3.1141 -3.4528 -4.3251
C 4.4551 -5.5872 -3.7170
C 3.4162 -1.2740 -1.6570
N 2.5749 -0.4823 -1.0429
C 1.8410 -1.1465 -0.1002
H -4.0994 -1.8101 -6.9731
H -2.6289 -2.3999 -6.1501
H -4.2271 -2.5966 -5.3671
H -2.3686 1.0023 -5.5006
H -1.7018 -0.4685 -6.3086
H -1.9981 -0.6538 -3.3277
H -0.6744 -1.1752 -4.3700
H 0.3411 0.5694 -3.2929
H -0.2446 1.4549 -4.7317
H -1.7144 2.7509 -3.4904
H -2.2767 1.3460 -2.5936
H -1.1459 3.1117 -1.1545
H 0.4029 2.6290 -1.8268
H -1.5736 1.0506 -0.0916
H -0.6044 0.1345 -1.2215
H 1.4607 1.4865 -0.1849
H 0.3493 1.5507 1.2488
H -0.6525 -0.3979 2.1064
H -0.2825 -2.9593 2.6394
H 1.3047 -4.1550 1.3919
H 5.2788 -2.8625 -2.7582
H 5.0657 -4.1343 -1.4849
H 2.8643 -4.7019 -2.5992
H 3.2898 -2.3878 -4.1305
H 2.0276 -3.5988 -4.3444
H 3.5363 -3.6686 -5.3130
H 4.5207 -6.3388 -2.9212
H 5.4323 -5.3524 -4.1517
H 3.8346 -6.0500 -4.4995
H 4.0269 -0.8339 -2.4499
N -2.2158 -5.0686 -2.3299
C -1.3152 -4.1262 -1.9044
N -0.2340 -4.6256 -1.2369
O -1.4702 -2.9364 -2.1077
H -2.1014 -6.0507 -2.1701
H -3.0245 -4.7416 -2.8245
H 0.4494 -3.9664 -0.9070
H -0.0965 -5.6029 -1.0649
N -3.0494 2.3266 4.7517
C -2.1620 1.3839 4.2927
N -2.2185 0.1835 4.9254
O -1.3818 1.6040 3.3851
H -3.6987 2.1491 5.4949
H -3.0423 3.2316 4.3095
H -1.5785 -0.5304 4.6179
H -2.8540 -0.0226 5.6718
N 6.6076 -1.2198 -0.6128
C 7.9234 -1.2825 -0.9797
N 8.5898 -2.3915 -0.5300
O 8.4605 -0.4234 -1.6523
H 6.1565 -1.9235 -0.0594
H 6.0801 -0.4236 -0.9204
H 9.5577 -2.4780 -0.7767
H 8.1582 -3.1058 0.0243
N -4.9658 3.2889 -3.5132
C -4.5375 4.4466 -2.9232
N -5.5326 5.3324 -2.6053
O -3.3639 4.6709 -2.6980
H -5.9291 3.0915 -3.7037
H -4.2674 2.6110 -3.7606
H -5.2596 6.1937 -2.1703
H -6.5024 5.1586 -2.7854
N 1.1379 -3.9546 5.8706
C -0.2010 -3.8470 5.6318
N -0.9009 -5.0161 5.7336
O -0.7323 -2.7870 5.3474
H 1.5877 -4.8187 6.1043
H 1.6866 -3.1171 5.8034
H -1.8888 -4.9782 5.5644
H -0.4761 -5.8932 5.9660
N -1.9663 4.0118 7.1186
C -2.0307 5.2710 6.6100
N -1.4338 6.2365 7.3682
O -2.5873 5.5178 5.5457
H -1.5183 3.7893 7.9868
H -2.3977 3.2799 6.5762
H -1.4603 7.1797 7.0253
H -0.9761 6.0453 8.2387
N -3.0577 9.0306 3.8798
C -1.7454 8.9691 3.4921
N -1.0721 7.8817 3.9668
O -1.2284 9.8150 2.7841
H -3.4908 8.3359 4.4598
H -3.5975 9.8109 3.5568
H -0.1075 7.7862 3.7104
H -1.5037 7.1889 4.5525
*
```

=====

Sequential DFT total energy output: -89104.6291 -69168.6003 eV